A 2-piece molecular cluster, C3H10NO2 overall in a non-equilibrium geometry. Source: the OMol25 dataset; level of theory: wB97M-V/def2-TZVPD.

Energy (eV): -8856.3002
HOMO-LUMO gap (Eh): 0.273
Strongest force on any atom (eV/A): 3.9
Net charge: -1

Bonds (Å) are listed after each position.
Element x y z (Å)
1 C -0.4274 -1.0918 -0.3557  O2 1.424, C3 1.523, H6 1.097, H7 1.072
2 O -1.5619 -0.6751 0.3966  C1 1.424, H14 1.133
3 C 0.8210 -0.2203 -0.3512  C1 1.523, C4 1.547, N5 1.425, H8 1.087
4 C 1.4363 -0.4309 1.0529  C3 1.547, H9 1.137, H10 1.062, H11 1.078
5 N 0.7803 1.1518 -0.7349  C3 1.425, H12 1.055, H13 0.967
6 H -0.0897 -1.8968 0.3091  C1 1.097
7 H -0.4066 -1.3088 -1.4052  C1 1.072
8 H 1.4333 -0.7789 -1.0537  C3 1.087
9 H 0.4360 -0.2248 1.5528  C4 1.137
10 H 2.3094 -0.0156 1.4919  C4 1.062
11 H 1.7854 -1.4498 1.0116  C4 1.078
12 H 0.2417 1.6861 -0.0018  N5 1.055
13 H 0.1359 1.1455 -1.4560  N5 0.967
14 H -1.4660 0.4498 0.2973  O2 1.133
15 H -3.1566 2.0468 -0.3320  O16 0.990
16 O -2.2711 1.6129 -0.4216  H15 0.990

=====

A 2-piece molecular cluster, C3H10NO2 overall in a non-equilibrium geometry. Source: the OMol25 dataset; level of theory: wB97M-V/def2-TZVPD.

Energy (eV): -8856.2684
HOMO-LUMO gap (Eh): 0.228
Strongest force on any atom (eV/A): 4.7
Net charge: -1

Bonds (Å) are listed after each position.
Element x y z (Å)
1 C 1.3178 0.3743 -0.3726  N2 1.385, H6 1.187, H7 1.168, H8 1.264
2 N -0.0542 0.1852 -0.3655  C1 1.385, C3 1.507, H9 1.103
3 C -0.4968 -0.7330 0.7442  N2 1.507, C4 1.652, H10 1.119, H11 1.065
4 C -0.1928 -2.3052 0.3397  C3 1.652, O5 1.286, H12 1.091, H13 1.070
5 O -0.7392 -2.3934 -0.8207  C4 1.286
6 H 1.4882 1.5488 -0.3413  C1 1.187
7 H 1.8429 0.0977 -1.3786  C1 1.168
8 H 1.9794 -0.2622 0.4957  C1 1.264
9 H -0.4929 -0.3110 -1.2473  N2 1.103
10 H -1.6012 -0.6849 0.9182  C3 1.119
11 H 0.0388 -0.4353 1.6147  C3 1.065
12 H -0.6170 -2.9658 1.0967  C4 1.091
13 H 0.8748 -2.2776 0.2826  C4 1.070
14 H -0.3965 3.1371 -0.4508  O16 0.959
15 H -1.8606 3.2370 -0.1839  O16 0.958
16 O -1.0907 3.7882 -0.3309  H14 0.959, H15 0.958

=====

A 2-piece molecular cluster, C3H10NO2 overall in a non-equilibrium geometry. Source: the OMol25 dataset; level of theory: wB97M-V/def2-TZVPD.

Energy (eV): -8856.8718
HOMO-LUMO gap (Eh): 0.241
Strongest force on any atom (eV/A): 3.4
Net charge: -1

Bonds (Å) are listed after each position.
Element x y z (Å)
1 C -1.1890 0.5398 1.4981  N2 1.519, H6 1.127, H7 1.123, H8 1.150
2 N -0.7192 0.2789 0.0775  C1 1.519, C3 1.550, H9 1.083
3 C 0.6038 -0.5271 0.1311  N2 1.550, C4 1.530, H10 1.131, H11 1.130
4 C 1.7239 0.4834 0.3844  C3 1.530, O5 1.385, H12 1.193, H13 1.169
5 O 1.8976 1.3820 -0.6545  C4 1.385
6 H -2.1338 1.1499 1.4320  C1 1.127
7 H -0.3718 1.0793 2.0488  C1 1.123
8 H -1.2273 -0.5224 1.9379  C1 1.150
9 H -0.2516 1.1963 -0.2567  N2 1.083
10 H 0.9671 -1.1757 -0.7208  C3 1.131
11 H 0.5338 -1.2634 0.9853  C3 1.130
12 H 2.7032 -0.1733 0.5647  C4 1.193
13 H 1.7395 1.0536 1.4047  C4 1.169
14 H -2.5301 -2.1027 -0.9727  O16 0.976
15 H -1.5090 -1.0057 -0.9679  O16 1.062
16 O -1.8624 -1.7776 -1.6054  H14 0.976, H15 1.062

=====

A 2-piece molecular cluster, C3H10NO2 overall in a non-equilibrium geometry. Source: the OMol25 dataset; level of theory: wB97M-V/def2-TZVPD.

Energy (eV): -8854.4953
HOMO-LUMO gap (alpha / beta) (Eh): 0.374 / 0.261
Strongest force on any atom (eV/A): 3.9
<S²>: 0.755
Multiplicity: 2

Bonds (Å) are listed after each position.
Element x y z (Å)
1 C -0.1875 -0.8016 -0.9370  C2 1.537, N5 1.535, H6 1.163, H7 1.175
2 C 0.4133 0.6132 -0.9056  C1 1.537, C3 1.631, H8 1.189, H9 1.137
3 C 0.9868 1.1611 0.5194  C2 1.631, O4 1.383, H10 1.104, H11 1.126
4 O 0.0029 0.8228 1.4304  C3 1.383
5 N -0.7091 -1.5496 -2.1719  C1 1.535, H12 1.044, H13 1.018
6 H -1.0294 -0.7941 -0.1350  C1 1.163
7 H 0.6205 -1.5794 -0.5857  C1 1.175
8 H 1.2860 0.7648 -1.6988  C2 1.189
9 H -0.4775 1.2606 -1.1897  C2 1.137
10 H 1.2275 2.2262 0.3560  C3 1.104
11 H 1.8953 0.4994 0.5795  C3 1.126
12 H -0.8011 -1.0969 -3.1078  N5 1.044
13 H -0.3455 -2.4578 -2.4548  N5 1.018
14 H -0.3777 0.2078 2.9673  O16 0.943
15 H -1.6813 0.5575 3.5358  O16 0.979
16 O -0.8231 0.1661 3.7980  H14 0.943, H15 0.979

=====

A 2-piece molecular cluster, C3H10NO2 overall in a non-equilibrium geometry. Source: the OMol25 dataset; level of theory: wB97M-V/def2-TZVPD.

Energy (eV): -8851.3122
HOMO-LUMO gap (Eh): 0.417
Strongest force on any atom (eV/A): 2.0
Net charge: +1

Bonds (Å) are listed after each position.
Element x y z (Å)
1 C 0.3079 0.7107 -1.2059  C2 1.551, N5 1.509, H6 1.083, H7 1.084
2 C -0.9599 1.5597 -0.9269  C1 1.551, C3 1.534, H8 1.092, H9 1.088
3 C -1.0050 2.0638 0.5215  C2 1.534, O4 1.205, H10 1.100
4 O -0.5805 1.4450 1.4646  C3 1.205
5 N 0.3089 -0.3998 -0.1836  C1 1.509, H11 1.053, H12 1.030, H13 1.024
6 H 1.1107 1.3620 -0.8832  C1 1.083
7 H 0.4909 0.2910 -2.1888  C1 1.084
8 H -1.9000 1.0681 -1.1872  C2 1.092
9 H -0.8060 2.4486 -1.5345  C2 1.088
10 H -1.3777 3.0938 0.6217  C3 1.100
11 H -0.0689 -0.0521 0.7358  N5 1.053
12 H 1.1861 -0.8469 0.1171  N5 1.030
13 H -0.1846 -1.2477 -0.4759  N5 1.024
14 H 0.5113 -3.9610 2.1054  O16 0.963
15 H 1.7716 -4.1084 1.3314  O16 0.962
16 O 1.1952 -3.4267 1.6886  H14 0.963, H15 0.962

=====

A 2-piece molecular cluster, C3H10NO2 overall in a non-equilibrium geometry. Source: the OMol25 dataset; level of theory: wB97M-V/def2-TZVPD.

Energy (eV): -8851.4446
HOMO-LUMO gap (Eh): 0.422
Strongest force on any atom (eV/A): 2.0
Net charge: +1

Bonds (Å) are listed after each position.
Element x y z (Å)
1 O 0.3589 1.2767 -2.0196  C2 1.199
2 C -0.4365 1.5198 -1.1556  O1 1.199, C3 1.536, H6 1.099
3 C -0.3058 0.8424 0.2169  C2 1.536, C4 1.552, N5 1.494, H7 1.076
4 C -1.5937 0.0870 0.6398  C3 1.552, H8 1.088, H9 1.085, H10 1.089
5 N 0.8433 -0.1043 0.0929  C3 1.494, H11 1.041, H12 1.018, H13 1.029
6 H -1.3356 2.1387 -1.2825  C2 1.099
7 H -0.2766 1.6003 0.9801  C3 1.076
8 H -1.9617 -0.6140 -0.1063  C4 1.088
9 H -2.3437 0.8333 0.8784  C4 1.085
10 H -1.2789 -0.5196 1.4872  C4 1.089
11 H 0.6758 -0.9981 0.6006  N5 1.041
12 H 1.6936 0.3732 0.3839  N5 1.018
13 H 0.9125 -0.3169 -0.9120  N5 1.029
14 H 0.7261 -3.3061 0.9988  O16 0.956
15 H 0.8820 -2.5449 2.4592  O16 0.956
16 O 0.8774 -2.5084 1.5041  H14 0.956, H15 0.956

=====

A 2-piece molecular cluster, C3H10NO2 overall in a non-equilibrium geometry. Source: the OMol25 dataset; level of theory: wB97M-V/def2-TZVPD.

Energy (eV): -8835.5599
HOMO-LUMO gap (alpha / beta) (Eh): 0.407 / 0.259
Strongest force on any atom (eV/A): 5.8
<S²>: 0.758
Net charge: +2
Multiplicity: 2

Bonds (Å) are listed after each position.
Element x y z (Å)
1 O -0.2015 2.6591 1.3722  C2 1.123
2 C -0.5440 1.6975 0.9051  O1 1.123, C3 1.646, H6 1.052
3 C 0.5577 0.4796 0.7948  C2 1.646, N4 1.590, H7 1.093, H8 1.125
4 N 0.4793 -0.3144 -0.5808  C3 1.590, C5 1.535, H9 1.046, H10 1.040
5 C 1.5867 -1.3508 -0.3432  N4 1.535, H11 1.119, H12 1.146, H13 1.124
6 H -1.5100 1.5409 0.5195  C2 1.052
7 H 1.5191 0.9981 0.8326  C3 1.093
8 H 0.4775 -0.3098 1.5928  C3 1.125
9 H -0.5158 -0.5510 -0.7980  N4 1.046
10 H 0.8478 0.2888 -1.3431  N4 1.040
11 H 1.2030 -2.3347 -0.7123  C5 1.119
12 H 1.9854 -1.4799 0.7231  C5 1.146
13 H 2.5756 -1.1984 -0.8548  C5 1.124
14 H -3.0085 -0.5436 -0.2394  O16 0.909
15 H -3.0410 0.4298 -1.1988  O16 0.933
16 O -2.4111 -0.0113 -0.6698  H14 0.909, H15 0.933

=====

A 2-piece molecular cluster, C3H10NO2 overall in a non-equilibrium geometry. Source: the OMol25 dataset; level of theory: wB97M-V/def2-TZVPD.

Energy (eV): -8835.4526
HOMO-LUMO gap (alpha / beta) (Eh): 0.352 / 0.212
Strongest force on any atom (eV/A): 4.5
<S²>: 0.758
Net charge: +2
Multiplicity: 2

Bonds (Å) are listed after each position.
Element x y z (Å)
1 O 0.5732 -0.4791 -2.2489  C2 1.206
2 C 1.4747 -0.3952 -1.4520  O1 1.206, C3 1.510, H6 1.119
3 C 1.2760 -0.0561 0.0064  C2 1.510, N4 1.555, H7 1.118, H8 1.158
4 N -0.2284 -0.1210 0.3932  C3 1.555, C5 1.503, H9 1.078, H10 1.059
5 C -0.1868 -0.1186 1.8954  N4 1.503, H11 1.177, H12 1.038, H13 1.197
6 H 2.5810 -0.5392 -1.5451  C2 1.119
7 H 2.0280 -0.7395 0.4736  C3 1.118
8 H 1.6561 0.9923 0.3180  C3 1.158
9 H -0.7580 0.4590 -0.3454  N4 1.078
10 H -0.6313 -1.0620 0.1212  N4 1.059
11 H -1.2798 -0.1399 2.3303  C5 1.177
12 H 0.3165 0.7325 2.2106  C5 1.038
13 H 0.3436 -1.1592 2.1564  C5 1.197
14 H -3.0141 0.7446 -0.9737  O16 0.938
15 H -2.0343 0.9886 -2.1388  O16 0.946
16 O -2.1164 0.8930 -1.2011  H14 0.938, H15 0.946

=====

A 2-piece molecular cluster, C3H10NO2S2 overall in a non-equilibrium geometry. Source: the OMol25 dataset; level of theory: wB97M-V/def2-TZVPD.

Energy (eV): -30523.8878
HOMO-LUMO gap (alpha / beta) (Eh): 0.132 / 0.274
Strongest force on any atom (eV/A): 8.8
<S²>: 0.753
Multiplicity: 2

Bonds (Å) are listed after each position.
Element x y z (Å)
1 N 0.7330 -0.8385 -1.0187  C2 1.557, H8 1.019, H9 1.013, H10 1.021
2 C -0.1330 -0.9538 0.2697  N1 1.557, C3 1.633, C5 1.628, H11 1.103
3 C -1.0524 -2.3013 0.1954  C2 1.633, O4 1.161, H12 1.190
4 O -0.3800 -3.1626 -0.1966  C3 1.161
5 C -1.0867 0.3349 0.5514  C2 1.628, S6 1.810, H13 1.058, H14 1.035
6 S 0.1160 1.3596 1.4333  C5 1.810, S7 2.087
7 S -0.3427 1.9679 3.3759  S6 2.087, H15 1.328
8 H 0.2528 -1.1745 -1.8518  N1 1.019
9 H 0.8917 0.1600 -1.0875  N1 1.013
10 H 1.6044 -1.3697 -1.0033  N1 1.021
11 H 0.6535 -1.1494 1.0179  C2 1.103
12 H -2.2343 -2.4191 0.2685  C3 1.190
13 H -1.5101 0.9104 -0.2289  C5 1.058
14 H -1.9128 0.0449 1.1039  C5 1.035
15 H -0.9783 3.1084 3.1334  S7 1.328
16 H 1.1196 2.0565 -2.2257  O18 0.971
17 H 2.4973 2.0321 -1.8132  O18 0.980
18 O 1.7619 1.3941 -1.9237  H16 0.971, H17 0.980

=====

A 2-piece molecular cluster, C3H10NO2S2 overall in a non-equilibrium geometry. Source: the OMol25 dataset; level of theory: wB97M-V/def2-TZVPD.

Energy (eV): -30521.9851
HOMO-LUMO gap (Eh): 0.352
Strongest force on any atom (eV/A): 1.3
Net charge: +1

Bonds (Å) are listed after each position.
Element x y z (Å)
1 N 0.5613 -1.2217 -1.8027  C2 1.485, H8 1.036, H9 1.027, H10 1.021
2 C 0.1964 -1.0058 -0.3794  N1 1.485, C3 1.524, C5 1.527, H11 1.088
3 C -0.3962 -2.3293 0.0885  C2 1.524, O4 1.204, H12 1.097
4 O -0.5781 -3.2199 -0.7008  C3 1.204
5 C -0.6688 0.2377 -0.1854  C2 1.527, S6 1.834, H13 1.098, H14 1.093
6 S 0.1752 1.5438 0.7862  C5 1.834, S7 1.985
7 S -0.5510 1.3260 2.6207  S6 1.985, H15 1.350
8 H -0.2679 -1.5671 -2.3196  N1 1.036
9 H 0.9621 -0.3519 -2.1728  N1 1.027
10 H 1.2600 -1.9659 -1.8126  N1 1.021
11 H 1.1469 -0.9134 0.1419  C2 1.088
12 H -0.6017 -2.4906 1.1537  C3 1.097
13 H -1.0672 0.6037 -1.1405  C5 1.098
14 H -1.5691 -0.0106 0.3817  C5 1.093
15 H -1.5993 2.1762 2.6160  S7 1.350
16 H 1.6028 2.0137 -3.0443  O18 0.964
17 H 1.3062 0.8501 -4.0600  O18 0.966
18 O 1.3007 1.1018 -3.1273  H16 0.964, H17 0.966

=====

> The highest energy belongs to which entry?

number 8